*1*
A structure of composition C9H21ClMgN3O3, computed with wB97M-V/def2-TZVPD.

Element x y z (Å)
Cl: -0.0048 0.0712 -2.3101
Mg: -1.8758 1.2430 -1.4221
O: -0.9920 2.9224 -1.0444
O: 1.8967 -3.3737 0.0696
O: -1.7782 0.5022 0.4048
N: 0.7538 4.3257 -1.2686
N: -0.4310 -0.4670 1.9176
N: -0.2868 -3.8835 -0.3119
C: -1.6244 -0.1824 1.4315
C: -0.1951 -5.2739 0.0980
C: -0.3403 3.9073 -0.6618
C: -0.3093 -1.3542 3.0801
C: 1.3736 5.5600 -0.8773
C: -1.6171 -3.4519 -0.6775
C: 0.7671 -3.0300 -0.2163
C: 0.8070 -0.0501 1.3386
C: 1.2458 3.7008 -2.5089
H: 0.4864 -2.0054 -0.5177
H: 2.4574 5.5055 -1.0192
H: 1.3037 5.7270 0.2011
H: 0.7725 -5.5248 0.5157
H: -1.7860 -3.6678 -1.7362
H: 2.3223 3.6315 -2.3597
H: 0.6678 0.4353 0.3729
H: -1.7103 -2.3666 -0.5416
H: 1.0655 6.4846 -1.3684
H: -0.4045 -5.9202 -0.7631
H: -0.6293 4.4758 0.2252
H: -2.4131 -3.8615 -0.0561
H: -0.2351 -2.3886 2.7363
H: -2.4529 -0.5888 2.0139
H: 0.5689 -1.1065 3.6661
H: 1.5206 -0.8571 1.1374
H: -1.1926 -1.3169 3.7173
H: 0.8392 2.7134 -2.6984
H: -1.0013 -5.5094 0.7981
H: 1.4011 0.6099 1.9806
H: 1.0303 4.3646 -3.3456

## Properties
LUMO in eV: -4.3
Charge: +1

=====

*2*
A structure of composition C9H21ClMgN3O3, computed with wB97M-V/def2-TZVPD.

Element x y z (Å)
Cl: 0.3014 1.1586 -0.3973
Mg: 3.2668 3.2601 0.7115
O: 0.6390 5.5115 4.0688
O: -4.6366 -1.9051 -4.9293
O: 5.7927 0.1811 -1.5861
N: 6.1301 -1.9836 -2.1845
N: -5.0293 -3.7027 -3.5984
N: -0.9633 5.6089 5.7659
C: -0.0466 6.1173 4.8932
C: -1.5810 6.5882 6.6978
C: -5.5721 -4.6052 -4.6061
C: -1.7098 4.3607 5.5327
C: 6.5305 -0.8071 -1.6217
C: -4.5917 -2.4287 -3.7890
C: -4.8906 -4.2253 -2.2966
C: 6.6893 -3.3475 -1.9202
C: 4.9613 -2.0384 -3.0766
H: -4.2221 -1.8584 -2.9229
H: -1.0619 7.5463 6.6693
H: -2.6864 4.5362 5.0817
H: -6.6612 -4.5613 -4.6146
H: -5.4122 -5.6247 -4.2550
H: 7.2949 -3.6005 -2.7904
H: 5.2599 -2.2743 -4.0980
H: -2.6219 6.6608 6.3825
H: -4.2143 -5.0799 -2.3154
H: 4.5371 -1.0478 -3.2402
H: -5.0608 -4.5345 -5.5662
H: -1.9099 3.7510 6.4138
H: -1.1621 3.8231 4.7586
H: -5.8126 -4.6075 -1.8585
H: 4.0875 -2.6535 -2.8618
H: 7.4116 -0.9213 -0.9714
H: 7.2997 -3.2102 -1.0276
H: -4.4506 -3.5308 -1.5809
H: -0.0177 7.2044 5.0655
H: -1.6941 6.1561 7.6921
H: 5.8072 -3.9155 -1.6246

## Properties
LUMO in eV: -8.7
Charge: +1

=====

Most favorable structure: *1*. The second most favorable one is 9.521 eV above it.

=====

*1*
The molecule CH2ClFP2, computed with wB97M-V/def2-TZVPD.

Element x y z (Å)
Cl: -2.1061 -0.8394 -0.1295
P: 1.2664 -0.5715 -0.6629
P: 0.1705 1.2988 -0.2952
F: 2.2281 -0.5118 0.6617
C: -0.6169 -0.1798 0.4459
H: -0.5162 1.1917 -1.5103
H: -0.4259 -0.3880 1.4903

## Properties
LUMO in eV: 0.3
SMILES: FP1#[PH][C@H]1Cl

=====

*2*
A cluster of 2 separate species, CH2ClFP2 in total, computed with wB97M-V/def2-TZVPD.

Element x y z (Å)
Cl: 2.3134 0.7234 -0.0269
P: -0.9677 0.8009 -0.3186
P: -0.1793 -1.1504 -0.8270
F: -1.8449 0.4062 0.9076
C: 0.6775 0.1396 0.0751
H: 0.3016 -0.8370 -2.2727
H: -0.3007 -0.0827 2.4626

## Properties
LUMO (alpha / beta) in eV: -1.6 / -0.4

=====

Most favorable structure: *1*. The second most favorable one is 3.978 eV above it.

=====

*1*
A structure of composition C5H4O2, computed with wB97M-V/def2-TZVPD.

Element x y z (Å)
O: 1.2759 0.8565 0.1009
O: -0.5287 1.1102 -1.3571
C: -0.8713 -0.3998 0.2454
C: 1.4752 -0.4843 0.1370
C: 0.3474 -1.2085 0.1810
C: -0.0876 1.0628 -0.1308
C: -1.0967 0.8297 0.8573
H: 2.5119 -0.8031 0.1167
H: 0.3009 -2.2885 0.1274
H: -2.0644 1.3203 0.7944
H: -1.2627 0.0048 -1.0721

## Properties
LUMO (alpha / beta) in eV: -0.8 / -0.8

=====

*2*
The molecule C5H4O2, computed with wB97M-V/def2-TZVPD.

Element x y z (Å)
O: -1.3308 -1.5580 -0.4021
O: -1.5378 0.2657 0.9825
C: 0.2781 1.4974 -1.6041
C: 0.6108 -0.8686 0.9345
C: -0.7848 -0.5950 0.1544
C: 1.3997 -0.0441 0.3354
C: 0.1251 0.5915 -0.8067
H: 2.3884 0.2924 0.0917
H: -2.4095 -0.1577 1.0151
H: 0.7720 -1.7347 1.5577
H: 0.4889 2.3112 -2.2583

## Properties
LUMO (alpha / beta) in eV: -1.5 / -1.5

=====

Most favorable structure: *2*. The second most favorable one is 0.055 eV above it.